(1)
{
  "formula": "C4H12N4",
  "method": "ωB97M-V/def2-TZVPD",
  "lumo_energy_ha": 0.032,
  "e_homo_ha": -0.343,
  "de_lowest_ev": 2.781,
  "charge": 0,
  "elements": ["H", "C", "C", "H", "H", "H", "H", "H", "N", "H", "C", "N", "H", "N", "C", "H", "H", "H", "N", "H"],
  "xyz": [[-3.01725, -2.17202, 0.45302], [-2.33592, 0.72555, -0.17306], [1.10121, -0.25682, 0.07728], [-2.11268, 1.36014, -1.01591], [0.60785, -0.88797, -0.67750], [-1.45913, -1.83356, 1.15668], [2.81804, -1.67102, -0.07348], [0.07781, 1.52260, 0.06890], [1.11310, 1.48266, -1.60328], [0.61075, -0.43455, 1.04041], [-2.38391, -1.38094, 0.82387], [0.98233, 1.16625, -0.22967], [0.54095, 0.86427, -2.18884], [3.45216, 0.03908, 0.78013], [2.54957, -0.65444, 0.24994], [2.08555, 1.34962, -1.86290], [3.14199, 0.96935, 1.06313], [-2.88168, -0.89078, 1.67212], [-2.08674, -0.49853, -0.25919], [-2.80398, 1.20111, 0.69836]],
  "atomic_forces_ev_per_a": [[-0.2, -0.3, -0.1], [-0.4, 0.2, 0.2], [-0.1, 0.3, -0.1], [0.1, 0.3, -0.2], [0.0, 0.0, 0.1], [0.2, -0.2, 0.2], [-0.1, 0.2, 0.1], [0.4, -0.1, 0.0], [0.0, -0.1, -0.3], [-0.1, -0.1, -0.1], [-0.2, 0.3, 0.4], [-0.4, -0.1, 0.3], [0.2, 0.0, 0.2], [0.7, 0.0, 0.1], [-0.1, -0.4, 0.0], [-0.1, 0.1, 0.0], [-0.3, 0.0, -0.2], [0.1, 0.0, 0.0], [0.3, 0.0, -0.6], [0.0, -0.1, 0.1]]
}

(2)
{
  "formula": "C55H62BN11OS5Ti",
  "method": "ωB97M-V/def2-TZVPD",
  "lumo_energy_ha": -0.227,
  "e_homo_ha": -0.438,
  "de_lowest_ev": 1.803,
  "charge": 2,
  "elements": ["H", "H", "C", "H", "N", "N", "C", "H", "C", "C", "C", "N", "C", "C", "H", "C", "C", "H", "N", "C", "C", "C", "N", "C", "H", "H", "H", "H", "H", "H", "H", "S", "C", "C", "H", "C", "H", "H", "H", "C", "H", "C", "H", "H", "H", "H", "H", "C", "H", "H", "C", "C", "H", "C", "H", "C", "H", "C", "S", "H", "C", "H", "C", "C", "H", "H", "S", "H", "H", "H", "H", "C", "C", "H", "C", "H", "H", "H", "H", "C", "S", "C", "H", "C", "H", "H", "C", "B", "N", "S", "N", "H", "Ti", "O", "C", "C", "H", "H", "C", "C", "N", "C", "H", "C", "N", "C", "H", "H", "C", "C", "C", "N", "C", "C", "H", "H", "C", "H", "H", "H", "C", "H", "H", "N", "C", "H", "C", "C", "C", "C", "C", "H", "H", "C", "H", "H"],
  "xyz": [[2.29788, -3.06016, -1.08281], [-4.05422, 2.44187, -3.49469], [1.14940, 1.92939, 2.36924], [-6.84576, -1.57644, -4.67974], [-0.95630, -0.70992, -1.98010], [1.40671, 0.71119, 2.88789], [-4.58830, -1.84628, -3.08773], [1.06885, 2.91126, -4.89814], [1.80938, -3.23440, -2.04412], [-1.06787, -5.65292, 3.74778], [-3.08874, 3.71710, -2.03832], [-2.52092, 1.52037, -1.17251], [0.26582, -0.21222, -3.80217], [5.86738, -1.12000, 1.23273], [-3.75653, -3.74527, -4.76878], [2.61959, 1.76478, 4.65327], [3.43840, 6.32612, 5.09096], [-2.51026, -4.93063, 5.16890], [-2.23067, 0.65705, -0.18680], [-2.26604, 1.01590, 1.11549], [-1.28207, -3.35394, 4.42565], [-6.24285, -3.49974, -0.10210], [2.86911, 5.47004, 4.18897], [0.86314, 2.12594, -4.17084], [2.30703, -0.34346, 4.41979], [0.01367, 2.42519, -3.56046], [3.49553, 8.29024, 4.17494], [6.01144, -5.20546, 3.43421], [2.16701, -5.32072, 0.86538], [-3.79418, 1.88722, 3.32225], [-3.61444, 4.08204, 0.65610], [4.70956, -0.45142, -0.02775], [1.60130, -3.64302, 2.03548], [4.34268, 6.10281, 7.34265], [-2.30179, 2.28135, -3.45172], [6.87135, -5.27583, 1.47184], [0.56322, 1.96339, 1.46270], [-6.47508, -2.86192, -2.71873], [-0.52239, 1.81584, -6.46888], [0.41584, -3.99355, 2.79539], [-1.93531, 5.42226, -2.71389], [2.58396, -4.70491, 1.66690], [1.93428, 1.14453, -6.51315], [-1.81403, 5.13315, -0.97407], [2.57147, 5.71752, 3.26275], [-3.04355, 3.71689, -4.19397], [-6.09073, -2.05142, -6.19977], [-0.67083, 0.96691, -5.80173], [5.10172, 7.92332, 8.13608], [3.19379, 1.68166, 5.56463], [3.74898, 5.52147, 6.21422], [3.14063, -0.95263, 0.53130], [-3.42770, 0.00360, -4.61018], [3.72408, 7.68816, 5.04432], [1.60405, -0.56023, -6.23368], [-1.69394, -4.66738, 4.51066], [6.97076, -2.67533, -0.69454], [-4.37323, 4.53981, -1.86756], [-0.80645, -2.10210, -0.01080], [7.64033, -5.04340, -0.51719], [2.37145, 3.03459, 4.11451], [-6.43710, -2.96263, 0.82556], [-4.67542, -1.76856, -4.60453], [-5.30219, -2.73200, -0.96687], [-4.20945, -0.34730, -6.16258], [1.20646, -4.14010, -1.95215], [1.77630, -0.00494, 0.00865], [1.73529, 2.01426, -3.52252], [-2.61415, -2.39337, -4.89787], [5.32213, -2.84407, 3.24631], [2.67249, 0.34092, -5.13252], [4.62564, 7.44466, 7.29146], [-4.08203, -2.22443, -0.39944], [-4.30686, 5.24086, -1.03530], [-0.10470, -1.64953, -1.57344], [4.58134, 9.27791, 6.16622], [5.50593, -0.75126, 2.19090], [-4.54724, 5.11847, -2.77367], [1.86442, -1.60609, -4.24313], [-5.54927, -2.51287, -2.28594], [-1.64378, 0.03682, 2.36530], [0.55649, 0.80191, -4.89522], [-5.15246, 0.34446, -4.83639], [6.21296, -4.65605, 2.52326], [-1.75915, -2.57099, 5.00032], [2.79202, -5.35125, 2.51770], [-3.11891, 2.99273, -3.38295], [-1.99483, -0.74390, -0.81175], [-3.30164, -1.44539, -1.22734], [-3.68033, -2.59108, 1.19166], [-3.53807, -1.31826, -2.54198], [7.19339, -6.30451, 1.56228], [0.58616, -0.89220, 2.00316], [0.13125, -1.72584, 3.45056], [7.12639, -4.56616, 0.30646], [-0.25317, -3.00187, 3.55774], [-2.17608, 2.54040, 3.47054], [0.44665, -6.08514, 2.31325], [4.32293, 8.22805, 6.15948], [1.08681, -1.33001, -3.54470], [-0.78602, 0.04400, -3.03908], [1.76563, 0.39860, -5.73777], [3.50995, -4.25811, 1.31785], [1.60660, 3.08891, 2.93516], [3.39820, 4.22780, 5.96519], [-3.09801, 2.61053, 2.89328], [-1.39614, -6.68057, 3.81211], [-6.25429, -3.23734, -4.91221], [6.11525, -2.59951, 1.26884], [-0.02816, -5.31910, 2.91117], [5.82873, -3.32695, 2.41865], [3.06066, -2.02360, 1.25303], [-2.85805, 2.27211, 1.45783], [-4.34502, -0.34804, -5.08085], [-5.23365, 3.88738, -1.71130], [-0.82106, 0.07444, -6.41132], [2.13135, 0.64896, 4.02272], [-3.51704, 3.60923, 2.99057], [-0.93784, 4.09171, -2.10526], [6.78920, -0.59916, 0.97079], [2.87827, 4.21637, 4.76170], [2.57190, -3.38938, -2.80337], [1.35256, 4.02726, 2.46419], [1.82723, -2.38489, 1.73874], [-6.05381, -2.18520, -5.11938], [-5.79307, -4.45480, 0.17537], [-3.61555, -2.73642, -5.16164], [-1.86442, 4.64719, -1.95085], [-3.17766, 3.11716, 0.44011], [6.75148, -3.23540, 0.20735], [-2.93459, 2.72438, -0.90109], [4.57641, 5.50336, 8.21116], [-3.69341, -2.78272, -6.24824], [0.93383, -2.07885, -2.39978], [-1.57102, 1.13820, -5.21630], [-7.18224, -3.68752, -0.61797]],
  "atomic_forces_ev_per_a": [[0.0, 0.0, 0.0], [0.0, 0.0, 0.0], [0.1, 0.2, 0.1], [0.0, 0.0, 0.0], [0.7, -0.1, 0.1], [0.5, 1.1, 0.6], [0.0, 0.1, 0.1], [0.0, 0.0, 0.0], [-0.1, 0.0, 0.1], [0.0, 0.0, 0.0], [0.0, 0.0, -0.1], [-0.1, -0.2, -0.4], [0.0, -0.2, 0.2], [-0.4, -0.1, -0.2], [0.0, 0.0, 0.0], [0.1, 0.2, 0.1], [0.1, -0.2, 0.5], [0.0, 0.0, 0.0], [0.0, 0.5, 0.8], [0.0, -0.1, -0.7], [0.1, 0.4, 0.0], [-0.1, 0.0, 0.0], [-0.1, -0.2, -0.1], [0.0, -0.1, -0.1], [0.0, 0.0, 0.0], [0.0, 0.1, 0.0], [0.0, 0.0, 0.0], [0.0, 0.0, 0.0], [0.0, 0.0, 0.0], [0.0, 0.0, 0.1], [0.0, 0.0, 0.0], [0.2, 0.2, 0.0], [0.3, -0.1, 0.1], [0.0, -0.1, 0.0], [0.1, -0.1, -0.1], [0.0, 0.0, 0.0], [0.0, 0.0, 0.0], [0.0, -0.1, 0.0], [0.0, 0.0, 0.0], [-0.3, 0.5, 0.1], [0.0, 0.0, 0.0], [0.1, 0.2, -0.1], [0.0, 0.0, 0.0], [0.0, 0.1, 0.0], [0.0, 0.0, 0.0], [0.0, 0.0, 0.0], [0.0, 0.0, 0.0], [0.1, -0.1, 0.1], [0.0, 0.0, 0.0], [0.0, 0.0, 0.0], [0.0, 0.6, -0.4], [-0.2, -0.5, 0.2], [0.0, 0.0, 0.0], [0.0, 0.1, -0.1], [0.0, 0.0, 0.0], [0.1, 0.0, -0.1], [0.0, 0.0, 0.0], [0.1, -0.1, 0.0], [-0.1, -0.1, 0.1], [0.0, 0.0, 0.0], [-0.3, -0.4, -0.3], [0.0, 0.0, 0.0], [0.2, 0.1, -0.2], [-0.2, 0.0, -0.4], [0.0, 0.0, 0.0], [0.0, 0.0, 0.0], [0.2, 0.1, -0.2], [0.0, 0.0, 0.0], [0.0, 0.0, 0.0], [0.0, 0.0, 0.0], [0.0, 0.0, 0.0], [0.0, 0.0, 0.1], [0.4, 0.2, 0.3], [0.0, 0.0, 0.0], [-0.3, -0.1, -0.1], [0.0, 0.0, 0.0], [0.1, 0.0, 0.0], [0.0, 0.0, 0.0], [0.0, 0.1, 0.0], [0.0, -0.1, 0.4], [0.0, -0.3, 0.3], [-0.1, 0.1, -0.1], [0.0, 0.0, 0.0], [0.0, 0.0, 0.0], [0.0, 0.0, 0.0], [-0.1, 0.0, 0.0], [0.0, 0.1, 0.1], [-0.6, -0.5, 0.0], [-0.4, -0.4, 0.4], [0.4, 0.5, -0.2], [0.3, 0.3, -0.5], [0.0, 0.0, 0.0], [-1.3, 1.9, -2.2], [-0.4, -0.7, 1.7], [0.0, 0.0, 0.0], [-0.1, -1.4, 0.1], [0.0, 0.1, 0.0], [0.0, 0.0, 0.1], [0.0, -0.1, -0.1], [-0.1, -0.1, 0.1], [-0.2, 0.2, -0.2], [-0.1, 0.0, 0.1], [0.0, 0.0, 0.0], [0.1, -0.1, 0.2], [-0.1, -0.5, 0.0], [0.0, 0.0, 0.0], [0.0, 0.0, 0.0], [-0.1, 0.0, 0.0], [0.1, -0.1, 0.0], [0.1, 0.0, -0.1], [0.1, 0.0, 0.0], [1.0, -0.1, 0.0], [0.0, 0.0, 0.0], [0.0, -0.1, 0.1], [0.0, 0.0, 0.0], [0.0, 0.0, 0.0], [0.0, -0.2, 0.0], [0.0, 0.0, 0.0], [0.0, 0.0, 0.0], [0.0, 0.1, 0.1], [0.2, 0.6, 0.2], [0.0, 0.0, 0.0], [0.0, 0.0, 0.0], [0.0, -0.9, -0.4], [0.1, 0.0, 0.1], [0.0, 0.0, 0.0], [-0.1, 0.0, 0.0], [-0.1, -0.1, 0.0], [0.1, -0.3, 0.0], [0.0, 0.0, 0.0], [-0.1, 0.2, 0.2], [0.0, 0.0, 0.0], [0.0, 0.0, 0.0], [0.1, 0.0, -0.1], [0.0, 0.0, 0.0], [0.0, 0.0, -0.1]]
}

(3)
{
  "formula": "C5H10NO2",
  "method": "ωB97M-V/def2-TZVPD",
  "lumo_energy_ha": -0.122,
  "e_homo_ha": -0.537,
  "de_lowest_ev": 2.814,
  "charge": 1,
  "elements": ["C", "H", "H", "H", "H", "C", "O", "C", "C", "N", "H", "H", "H", "O", "C", "H", "H", "H"],
  "xyz": [[1.69790, -1.17738, -1.39945], [-3.89862, 0.04581, 0.01392], [2.36281, -2.00979, -1.13921], [-3.51963, 1.08183, 1.59299], [2.20136, 1.08564, -1.56470], [0.22354, 1.15002, 0.77799], [-0.37783, -1.98184, -0.09446], [-3.23725, 0.38632, 0.87480], [0.56798, -1.13558, -0.33062], [0.83674, 0.10002, 0.01750], [-1.07423, -1.55585, 0.45149], [2.90420, 0.25895, -0.10577], [-0.58164, 1.88791, 0.28212], [-2.08846, -0.00620, 0.98663], [2.07815, 0.22441, -0.84603], [-0.19132, 0.89219, 1.79750], [1.18699, -1.27769, -2.38891], [0.90929, 2.03123, 1.07422]],
  "atomic_forces_ev_per_a": [[-1.2, -1.2, 1.4], [0.5, 0.4, 1.0], [0.2, 0.3, -0.7], [-1.4, 1.5, 1.2], [-0.8, -0.9, 0.9], [-1.2, 4.5, 2.2], [0.5, 0.8, 0.4], [1.2, -1.7, -1.9], [0.7, 0.6, -1.9], [-0.2, 1.2, -0.4], [-0.3, 0.1, 0.1], [-0.1, -0.3, -0.9], [1.4, -2.5, 0.3], [-1.0, -0.8, -0.3], [0.1, 0.1, 0.5], [0.5, -0.4, -1.5], [0.9, 0.3, 0.6], [0.1, -2.0, -0.8]]
}